1.
2 unconnected molecules or ions with the total composition C2H7OPS. Source: OMol25; level of theory: ωB97M-V/def2-TZVPD.

XYZ file:
```
12
Properties=species:S:1:pos:R:3:forces:R:3
C 0.5202 -1.0459 -0.2788 0.058 0.130 -0.056
P 0.7656 0.7630 -0.0504 -0.921 0.045 -0.151
C -1.0271 1.3025 0.0669 0.641 -0.137 -0.100
H -0.2468 -1.4192 0.3949 -0.048 -0.097 0.018
H 1.4583 -1.5567 -0.0755 0.002 -0.082 -0.011
H 0.2283 -1.2425 -1.3102 -0.021 -0.022 0.005
H 1.0090 0.7248 1.3250 0.174 0.060 0.318
H -1.0610 2.3654 0.2845 -0.070 0.114 0.037
H -1.5487 0.7486 0.8440 -0.043 -0.016 0.028
H -1.5152 1.1288 -0.8887 -0.037 0.006 -0.082
O 3.5867 -0.5163 0.7570 0.042 -0.329 0.376
S 3.6794 0.4552 -0.3520 0.223 0.329 -0.383
```
Positions in Å, forces in eV/Å.

Electronic energy (hartree): -895.09350
Total charge: 0
Strongest force on any atom (eV/A): 0.9
Energy relative to the best compared isomer or geometry (same formula, charge and spin) (kcal per mole): 76.9
SMILES string: CPC.O=S
HOMO energy (alpha / beta) (eV): -8.368 / -8.264
Gap between HOMO and LUMO (alpha / beta) (hartree): 0.264 / 0.262


2.
C2H7OPS2 in the gas phase in a non-equilibrium geometry. Source: OMol25; level of theory: ωB97M-V/def2-TZVPD.

XYZ file:
```
13
Properties=species:S:1:pos:R:3:forces:R:3
C -1.1579 -1.8339 0.0883 -0.092 2.295 4.994
O 0.2380 -1.5601 0.0293 -0.457 -1.301 0.956
P 0.9622 -0.4586 -0.7990 0.145 1.324 0.304
S 2.7300 -0.1630 -0.1001 -0.333 0.174 -0.455
S -0.4648 1.1704 -0.8511 1.346 0.232 0.055
C 0.2011 2.1935 0.5135 1.968 0.508 1.708
H -1.3238 -2.3043 1.1866 0.247 0.965 -2.665
H -1.4361 -2.5075 -0.6293 -0.845 -1.528 -1.938
H -1.6937 -0.8191 0.0837 0.364 -1.774 -0.267
H 0.8118 -0.9712 -2.0711 0.123 0.181 -0.712
H -0.1018 3.2780 0.4181 -0.025 -1.411 -0.081
H 1.3970 2.2273 0.6450 -2.669 -0.431 -0.865
H -0.1621 1.7485 1.4860 0.226 0.766 -1.034
```
Positions in Å, forces in eV/Å.

Electronic energy (hartree): -1293.36983
Total charge: 0
Strongest force on any atom (eV/A): 5.5
Energy relative to the best compared isomer or geometry (same formula, charge and spin) (kcal per mole): 26.3
SMILES string: CO[P@H](=S)SC
HOMO energy (eV): -9.151
Gap between HOMO and LUMO (hartree): 0.357


3.
A molecular structure, C2H7OPS2 in a non-equilibrium geometry. Source: OMol25; level of theory: ωB97M-V/def2-TZVPD.

XYZ file:
```
13
Properties=species:S:1:pos:R:3:forces:R:3
C 0.8993 -2.6465 -0.1119 -0.127 1.659 -0.587
C -0.9582 2.5141 -0.8946 0.849 1.467 1.783
O 0.9988 -1.2364 -0.3567 -2.156 2.710 2.404
P 0.0371 0.1628 0.9883 1.415 -1.648 -1.883
S -1.7997 -0.1165 1.4175 -0.032 -0.325 -0.165
S 0.5174 1.9965 0.0895 0.272 -0.471 0.121
H 1.6646 -2.8841 0.5575 1.182 -0.755 1.431
H 1.2395 -3.0095 -1.0772 -0.639 -0.755 -0.177
H -0.0532 -3.0206 0.2860 -0.013 0.151 -0.592
H -1.0798 1.7639 -1.6651 -0.646 0.402 -0.139
H -0.5981 3.5378 -1.2037 -0.295 -1.278 -0.431
H -1.7628 2.7874 -0.1655 0.242 -1.047 -0.959
H 0.8953 0.1511 2.1360 -0.052 -0.109 -0.806
```
Positions in Å, forces in eV/Å.

Electronic energy (hartree): -1293.31177
Total charge: 0
Strongest force on any atom (eV/A): 4.2
Energy relative to the best compared isomer or geometry (same formula, charge and spin) (kcal per mole): 62.8
HOMO energy (eV): -9.376
Gap between HOMO and LUMO (hartree): 0.333


4.
2 unconnected molecules or ions with the total composition C2H7OS in a non-equilibrium geometry. Source: OMol25; level of theory: ωB97M-V/def2-TZVPD.

XYZ file:
```
11
Properties=species:S:1:pos:R:3:forces:R:3
C -0.0881 0.1374 -2.2250 -0.336 1.893 0.138
S 0.7002 0.9808 -0.7483 0.099 -0.568 -0.465
H -1.1119 -0.1097 -1.9297 0.287 -0.825 -0.172
H 0.4737 -0.5973 -2.8064 -0.063 -0.455 0.690
H -0.2521 0.9417 -2.9561 0.074 0.012 -0.009
H 0.1868 -0.5859 0.6894 -0.002 -0.746 -0.912
C -0.7706 -0.6076 2.2635 -1.302 -0.337 -0.046
O -0.2528 -1.3470 1.1741 0.507 1.180 0.672
H -0.8453 -1.2359 3.1605 0.133 0.033 -0.074
H -1.8030 -0.2713 2.0152 0.326 -0.062 0.256
H -0.2154 0.3033 2.5013 0.277 -0.127 -0.078
```
Positions in Å, forces in eV/Å.

Electronic energy (hartree): -553.83111
Total charge: -1
Strongest force on any atom (eV/A): 1.9
Energy relative to the best compared isomer or geometry (same formula, charge and spin) (kcal per mole): 20.6
HOMO energy (eV): -2.610
Gap between HOMO and LUMO (hartree): 0.249


5.
A molecular structure, C2H7OS2 in a non-equilibrium geometry. Source: OMol25; level of theory: ωB97M-V/def2-TZVPD.

XYZ file:
```
12
Properties=species:S:1:pos:R:3:forces:R:3
C 0.4314 0.4271 -3.3719 0.893 -2.039 1.799
O 1.5346 0.0304 -3.0419 -0.496 0.818 -0.790
H -0.1510 1.0328 -2.6781 -0.073 0.848 -0.086
H 4.0600 -0.8234 1.8130 0.862 -1.490 0.115
H -0.0904 -0.1346 -4.1496 -0.252 0.365 -0.812
C -2.0336 -0.1365 2.0564 -1.007 0.057 -2.370
S -1.3916 -0.1107 0.2783 0.177 1.196 0.925
S -0.2468 1.7073 0.3031 -0.515 -0.877 -0.162
H -1.3944 -0.8221 2.5541 0.535 -0.035 1.071
H -3.0465 -0.5603 1.9749 0.221 -0.047 0.202
H -2.1399 0.8973 2.3883 0.529 -0.289 0.229
H 4.4682 -1.5070 1.8733 -0.873 1.492 -0.121
```
Positions in Å, forces in eV/Å.

Electronic energy (hartree): -951.97561
Total charge: -1
Strongest force on any atom (eV/A): 2.9
Energy relative to the best compared isomer or geometry (same formula, charge and spin) (kcal per mole): 53.5
HOMO energy (eV): -2.249
Gap between HOMO and LUMO (hartree): 0.220


6.
4 unconnected molecules or ions with the total composition C2H7OS2 in a non-equilibrium geometry. Source: OMol25; level of theory: ωB97M-V/def2-TZVPD.

XYZ file:
```
12
Properties=species:S:1:pos:R:3:forces:R:3
C 2.1833 -2.3119 1.6380 5.564 0.654 -3.314
O 3.4419 -2.5195 1.3318 -5.490 0.659 1.973
H 1.8116 -1.2485 1.6556 0.221 -1.055 0.584
H -0.3771 4.7590 -3.9791 -1.455 2.619 -0.311
H 1.4390 -3.0958 1.5420 -0.066 -0.251 0.579
C -1.3651 0.2618 -0.0485 1.397 0.043 0.050
S -0.8452 -1.5444 0.0001 0.186 1.765 1.253
S -0.9206 -1.8120 2.0720 -0.303 -0.261 -0.205
H -1.4329 0.4593 -1.0944 -0.717 0.382 -0.806
H -2.2241 0.3635 0.5345 -2.334 -0.628 0.165
H -0.9201 1.1832 0.4171 1.541 -1.308 -0.282
H -0.7908 5.5054 -4.0692 1.455 -2.620 0.313
```
Positions in Å, forces in eV/Å.

Electronic energy (hartree): -951.95468
Total charge: -1
Strongest force on any atom (eV/A): 6.5
Energy relative to the best compared isomer or geometry (same formula, charge and spin) (kcal per mole): 66.6
HOMO energy (eV): -2.637
Gap between HOMO and LUMO (hartree): 0.226


7.
2 unconnected molecules or ions with the total composition C2H7P. Source: OMol25; level of theory: ωB97M-V/def2-TZVPD.

XYZ file:
```
10
Properties=species:S:1:pos:R:3:forces:R:3
C -1.9245 -0.4143 -0.5366 0.125 -0.094 0.058
C 1.0638 0.1425 -0.3914 -0.687 -0.014 -0.298
P 1.1658 0.2377 1.3545 -0.145 -0.053 0.471
H -2.1640 0.2331 0.2787 -0.017 0.273 0.260
H -2.0354 -0.0745 -1.5419 -0.019 0.180 -0.388
H -1.8344 -1.4636 -0.3508 0.097 -0.326 0.063
H 0.6295 0.9680 -0.9298 0.087 0.100 -0.206
H 1.0221 -0.8220 -0.8641 0.143 -0.174 -0.208
H 1.6551 1.5425 1.4566 0.064 0.373 0.091
H 2.4220 -0.3494 1.5248 0.353 -0.263 0.158
```
Positions in Å, forces in eV/Å.

Electronic energy (hartree): -421.58230
Total charge: 0
Strongest force on any atom (eV/A): 0.7
Energy relative to the best compared isomer or geometry (same formula, charge and spin) (kcal per mole): 95.1
HOMO energy (alpha / beta) (eV): -8.644 / -7.769
Gap between HOMO and LUMO (alpha / beta) (hartree): 0.323 / 0.297


8.
A molecular structure, C2H7PS2 in a non-equilibrium geometry. Source: OMol25; level of theory: ωB97M-V/def2-TZVPD.

XYZ file:
```
12
Properties=species:S:1:pos:R:3:forces:R:3
C 0.1445 0.8536 0.7039 -0.107 -1.673 -5.540
C 1.2997 0.1132 -0.6642 -1.836 1.968 4.044
P -1.5145 0.6531 -0.2145 1.133 0.241 -0.935
S 2.7508 -0.5795 0.1200 0.591 0.024 -0.065
S -2.0461 -1.4227 -0.1364 0.283 0.168 0.352
H 0.2074 1.9487 0.7710 0.634 -0.700 0.763
H 0.1843 0.0791 1.4150 0.543 0.083 1.675
H 0.7409 -0.6711 -1.0417 -1.272 -1.475 -0.760
H 1.3390 0.8851 -1.4133 0.961 0.236 -0.040
H -2.2976 1.1014 0.7965 -0.867 0.400 1.174
H 2.2466 -1.7383 0.6564 -0.137 0.800 -0.541
H -3.0550 -1.2225 -0.9927 0.075 -0.073 -0.128
```
Positions in Å, forces in eV/Å.

Electronic energy (hartree): -1218.04872
Total charge: 0
Strongest force on any atom (eV/A): 5.8
Energy relative to the best compared isomer or geometry (same formula, charge and spin) (kcal per mole): 54.2
HOMO energy (eV): -8.686
Gap between HOMO and LUMO (hartree): 0.345


9.
A molecular structure, C2H7S2 in a non-equilibrium geometry. Source: OMol25; level of theory: ωB97M-V/def2-TZVPD.

XYZ file:
```
11
Properties=species:S:1:pos:R:3:forces:R:3
C 1.9012 -0.4417 0.9632 0.709 -1.617 -0.053
S 1.5423 1.2334 0.4199 -0.395 0.636 -0.182
H 2.7794 -0.4613 1.7045 -1.572 0.010 -0.741
H 1.0215 -1.0623 1.2731 0.483 1.028 0.484
H 2.2382 -1.0704 0.1115 0.192 0.530 0.164
H -0.0678 1.2934 0.3690 0.367 -0.802 0.499
C -1.9009 0.0604 -1.0744 -0.315 -0.407 -0.980
S -1.7744 0.7613 0.5899 0.369 0.396 -0.164
H -2.5709 0.6814 -1.7527 0.427 -0.995 0.850
H -0.9374 0.0192 -1.6268 -0.207 0.117 0.561
H -2.2310 -1.0133 -0.9772 -0.056 1.103 -0.437
```
Positions in Å, forces in eV/Å.

Electronic energy (hartree): -876.77820
Total charge: -1
Strongest force on any atom (eV/A): 1.8
Energy relative to the best compared isomer or geometry (same formula, charge and spin) (kcal per mole): 20.0
HOMO energy (eV): -2.933
Gap between HOMO and LUMO (hartree): 0.251